128
Properties=species:S:1:pos:R:3:forces:R:3 method="wB97M-V/def2-TZVPD" orbital_gap_ev=6.1 de_lowest_kj_mol=20.6 spin_multiplicity=1 total_energy_ha=-6172.30963
Ti 0.24952 0.00696 0.85946 -0.461 0.697 0.163
C -2.89606 -2.45917 3.58581 -0.007 0.007 -0.015
C -4.26918 -2.06262 3.06123 -0.019 0.011 -0.005
C -5.18691 -3.27591 3.20486 -0.014 -0.031 0.022
C -4.86224 -0.89414 3.84712 0.009 -0.006 -0.007
N -4.22183 -1.65902 1.61777 0.004 0.025 -0.010
C -5.21902 -2.03075 0.73233 -0.013 0.003 0.025
C -5.10451 -1.25098 -0.35244 0.038 -0.024 -0.052
N -4.05100 -0.39089 -0.15258 0.042 -0.005 -0.006
B -3.76367 0.61823 -1.27895 -0.024 0.028 0.022
N -3.06944 1.96927 -0.84505 0.048 -0.026 0.010
C -3.82384 3.11464 -0.72508 -0.017 -0.034 0.008
C -3.00352 4.17738 -0.84297 0.060 0.011 -0.007
N -1.72162 3.69308 -1.03218 -0.031 0.001 0.005
C -1.78130 2.33514 -0.98639 -0.009 0.133 -0.034
S -0.46699 1.24082 -1.15882 -0.012 -0.386 -0.261
C -0.59244 4.53356 -1.56184 -0.001 -0.030 -0.005
C -0.48451 4.21442 -3.05280 -0.032 0.012 -0.011
C 0.72558 4.28132 -0.83317 0.003 0.011 0.035
C -0.95365 6.00629 -1.37424 -0.015 -0.014 0.000
N -3.01561 0.03584 -2.49571 0.042 -0.052 0.017
C -2.83790 0.86187 -3.59014 -0.030 0.018 0.038
C -2.11698 0.19986 -4.50509 0.038 -0.023 -0.050
N -1.85057 -1.05961 -3.99150 -0.055 -0.088 0.031
C -2.41532 -1.16243 -2.74415 -0.009 0.076 -0.001
S -2.42426 -2.52639 -1.73739 -0.066 0.062 -0.048
C -1.14283 -2.13610 -4.74286 0.055 0.084 0.020
C -0.61861 -1.55224 -6.05492 0.023 0.002 0.011
C -2.11929 -3.26280 -5.07235 -0.003 0.007 -0.009
C 0.04913 -2.63056 -3.92410 0.022 -0.036 -0.029
C -3.50087 -0.65002 1.04603 -0.047 -0.039 0.025
S -2.25091 0.27324 1.80587 -0.091 -0.175 -0.052
H -3.01672 -2.87033 4.58907 0.012 0.014 0.003
H -2.22895 -1.60693 3.64721 0.027 0.022 -0.024
H -2.45048 -3.22443 2.94953 -0.002 0.006 -0.006
H -5.15888 -3.58627 4.24867 0.007 -0.011 -0.006
H -4.84413 -4.11219 2.59279 -0.009 0.004 0.003
H -6.22534 -3.04968 2.96205 0.011 0.001 0.011
H -4.95120 -1.16805 4.89972 0.009 0.004 0.008
H -5.85582 -0.64850 3.46427 0.014 -0.003 0.002
H -4.22269 -0.01628 3.76901 0.012 0.016 0.010
H -5.90816 -2.82656 0.93135 0.017 0.022 -0.013
H -5.65758 -1.25282 -1.27402 0.003 0.000 0.012
H -4.85335 0.97877 -1.66243 0.009 0.010 -0.012
H -4.89057 3.07128 -0.59821 0.014 0.001 0.005
H -3.22959 5.22457 -0.80801 -0.003 0.006 -0.012
H -0.26648 3.15733 -3.20911 0.013 0.028 -0.006
H 0.31728 4.80621 -3.49821 -0.025 -0.004 0.002
H -1.41891 4.46100 -3.56317 0.002 0.004 0.014
H 1.12551 3.28094 -0.97321 -0.031 -0.012 0.000
H 0.61058 4.47461 0.23062 0.005 0.015 0.069
H 1.45573 4.99597 -1.21921 0.013 -0.031 -0.012
H -1.80979 6.30937 -1.97807 -0.007 -0.012 0.010
H -0.10141 6.60396 -1.69461 -0.003 -0.007 0.000
H -1.14712 6.23406 -0.32429 0.006 0.010 -0.001
H -3.23526 1.86263 -3.61556 0.004 -0.013 -0.002
H -1.77127 0.52229 -5.46737 -0.022 0.008 0.014
H -1.43031 -1.23543 -6.71208 0.026 0.003 -0.006
H -0.05913 -2.33322 -6.56940 -0.016 0.001 -0.007
H 0.05757 -0.71265 -5.88226 -0.053 -0.028 -0.005
H -2.93181 -2.88486 -5.69679 -0.008 -0.015 0.009
H -2.53668 -3.69688 -4.16734 0.001 0.003 0.022
H -1.59084 -4.03981 -5.62818 -0.013 -0.004 0.007
H 0.64324 -1.78080 -3.58855 -0.004 -0.002 0.014
H 0.67643 -3.27490 -4.54519 -0.034 0.003 -0.008
H -0.28283 -3.18629 -3.05232 0.025 0.004 0.001
C -1.15091 4.27117 2.31793 -0.005 -0.008 -0.008
C -0.04348 4.90133 2.87657 0.023 -0.005 -0.010
C 1.13355 4.20157 2.92178 -0.026 0.023 0.002
C 1.19584 2.88824 2.42662 0.094 -0.033 -0.027
N 0.12936 2.26747 1.88703 -0.085 0.062 -0.015
C -1.00921 2.98732 1.84195 -0.008 0.091 0.002
N 2.39797 2.26178 2.60984 -0.141 0.029 0.093
C 2.76009 1.25969 1.92145 0.066 -0.170 -0.052
N 2.20534 0.74085 0.73751 0.077 -0.218 0.070
C 3.31551 0.10883 0.11128 -0.007 -0.028 -0.158
N 3.58610 -0.08360 -1.11357 0.088 0.090 0.085
C 2.98882 0.50153 -2.22026 -0.039 -0.132 -0.120
C 2.82414 -0.29832 -3.36192 -0.011 -0.007 0.084
C 2.37079 0.27797 -4.52502 -0.053 0.056 0.016
C 2.11385 1.64605 -4.53936 0.061 -0.031 -0.028
C 2.34797 2.35281 -3.37651 0.013 0.044 0.073
N 2.76079 1.81180 -2.22947 0.004 0.019 -0.037
C 4.31491 -0.23193 1.14755 -0.006 0.028 0.008
C 5.44151 -1.03139 1.11792 -0.015 0.006 -0.009
C 6.20851 -1.07657 2.27399 0.006 -0.007 0.000
C 5.87333 -0.31987 3.39994 0.013 -0.002 0.009
C 4.76080 0.50923 3.40288 -0.008 -0.004 -0.005
C 3.99225 0.52146 2.25349 0.009 0.037 -0.027
H -2.11801 4.75164 2.25498 0.009 -0.001 0.000
H -0.10607 5.90865 3.26857 -0.002 -0.002 0.005
H 2.03702 4.60444 3.35515 -0.007 -0.006 0.001
H -1.86771 2.49090 1.42070 0.029 0.030 0.049
H 3.07563 -1.34903 -3.30467 0.000 0.011 -0.011
H 2.23432 -0.32277 -5.41575 0.031 0.002 0.008
H 1.77726 2.15612 -5.43236 0.003 -0.014 0.003
H 2.20181 3.42742 -3.36228 0.011 -0.004 0.043
H 5.69429 -1.60435 0.23614 0.001 -0.002 0.010
H 7.08452 -1.71191 2.30993 -0.004 0.001 -0.003
H 6.49515 -0.38705 4.28355 -0.006 0.004 -0.003
H 4.48317 1.10643 4.26107 0.005 -0.005 -0.003
N -4.02491 -1.04280 7.71433 0.021 0.005 -0.002
C -2.83653 -0.85768 7.01333 -0.023 -0.008 -0.002
C -1.84159 -1.83420 7.03119 0.005 -0.001 0.004
C -0.69372 -1.67763 6.27288 -0.001 0.004 0.005
C -0.53732 -0.54761 5.48562 -0.011 -0.008 -0.004
C -1.51512 0.44103 5.47095 0.014 0.016 -0.013
C -2.65440 0.28789 6.23149 -0.032 -0.014 -0.006
S 0.93271 -0.29792 4.55046 -0.132 -0.078 0.018
O 1.86105 -1.32410 4.94916 0.004 -0.013 -0.024
O 1.27566 1.08014 4.69614 -0.003 0.048 -0.019
N 0.49519 -0.56992 2.99131 0.288 -0.243 0.100
C 0.24313 -1.86553 2.64760 0.124 0.294 -0.003
S 0.64796 -3.37830 3.36854 -0.058 -0.031 0.064
C -0.08042 -4.17757 2.01513 0.014 -0.008 -0.014
C -0.51453 -3.29254 1.09815 -0.109 0.026 -0.002
N -0.35175 -1.98002 1.48039 0.232 -0.035 -0.023
H -3.97282 -1.68376 8.48961 0.000 -0.004 0.001
H -4.52146 -0.19862 7.94989 -0.003 0.002 -0.003
H -1.96835 -2.71882 7.64477 0.000 0.007 -0.004
H 0.09216 -2.41981 6.30119 -0.002 -0.001 -0.005
H -1.37100 1.32975 4.86853 -0.007 -0.016 0.007
H -3.42116 1.05384 6.22008 -0.003 -0.002 -0.003
H -0.13679 -5.25242 1.97054 0.009 0.012 -0.003
H -0.98437 -3.50060 0.14783 0.023 -0.004 0.024
O 2.50618 -2.72656 0.44548 -0.006 -0.055 0.007
S 1.74532 -2.31617 -0.72603 -0.112 0.011 -0.095
N 0.83343 -1.14434 -0.61209 0.222 -0.019 0.029

=====

125
Properties=species:S:1:pos:R:3:forces:R:3 method="wB97M-V/def2-TZVPD" orbital_gap_ev=7.9 spin_multiplicity=1 total_energy_ha=-5950.86919
C -2.92924 0.26814 3.55362 -0.655 -0.233 -0.794
C -2.89158 0.93809 2.14548 0.601 -0.020 0.356
C -1.65950 1.88733 1.91483 -0.480 -0.317 1.591
C -1.63433 2.82896 3.17633 -0.082 -0.394 -0.928
C -0.32154 1.11996 1.90728 -0.641 -0.793 -0.447
N 0.87665 1.98576 1.93813 -0.990 -0.328 0.034
Br 0.80314 3.50088 0.81174 -1.803 -2.110 0.633
C -0.20148 -0.00780 0.82239 1.002 0.529 0.252
C -0.48670 0.42172 -0.63172 -0.639 -0.904 -0.668
C -1.96230 0.47370 -1.03508 -1.002 -0.603 0.169
C -2.77859 -0.82719 -1.17749 0.586 0.352 -0.933
N -2.59723 1.54789 -1.31662 2.037 -0.054 0.197
O -0.91984 -1.18986 1.18440 -0.025 0.175 0.056
C -0.15634 -1.99364 2.05969 0.351 -0.433 0.318
C -0.92039 -3.25044 2.51224 0.384 -0.380 -0.167
C -0.78374 -4.41238 1.50817 0.110 0.062 0.282
F -0.26341 -3.67358 3.69599 -0.102 0.262 -0.253
H -3.56414 -0.63247 3.46226 0.170 0.381 0.226
H -1.95593 -0.08694 3.92007 -0.243 0.321 -0.022
H -3.42147 0.95572 4.25438 0.434 -0.372 0.115
H -3.78273 1.58566 2.06928 0.248 -0.353 -0.180
H -2.95768 0.14414 1.39226 0.039 0.402 0.074
H -1.87812 2.43665 0.99285 0.462 -0.007 0.264
H -1.06391 3.74815 2.98360 -0.266 -0.270 0.233
H -2.68369 3.03345 3.43414 0.429 0.357 0.071
H -1.17796 2.26385 4.00578 -0.150 0.396 -0.194
H -0.30363 0.57476 2.87407 0.116 0.250 -0.350
H 1.66028 1.42363 1.60517 -0.024 0.413 -0.206
H 0.87249 -0.30894 0.84697 -0.326 0.291 -0.144
H -0.02294 1.37454 -0.92423 0.019 -0.217 0.555
H -0.02676 -0.35153 -1.28178 -0.180 0.303 0.225
H -2.16874 -1.72825 -1.03588 -0.320 0.268 0.327
H -3.10782 -0.83785 -2.23565 0.024 -0.049 0.427
H -3.69591 -0.80630 -0.57490 0.438 -0.091 0.023
H -1.89877 2.29682 -1.20453 -0.524 0.258 -0.101
H 0.18546 -1.47107 2.97397 -0.357 0.070 -0.307
H 0.76712 -2.33099 1.54117 -0.289 0.153 0.193
H -1.95797 -3.04330 2.81307 0.300 0.079 -0.284
H -0.55282 -5.33101 2.07287 -0.350 0.309 -0.188
H 0.09157 -4.22561 0.86865 -0.424 -0.088 0.028
H -1.68255 -4.57114 0.89579 0.334 0.132 0.157
C 3.08291 0.64879 6.63777 0.023 -0.024 -0.014
C 4.18654 -0.19711 6.64110 -0.141 0.091 -0.074
C 4.64891 -0.73970 5.45240 0.218 -0.141 0.142
C 3.99886 -0.42208 4.27174 -0.062 0.082 0.291
C 2.89740 0.41112 4.25660 -0.251 0.130 -0.110
C 2.43597 0.94940 5.44591 0.072 -0.042 0.169
N 4.48739 -0.96922 3.00090 -0.063 -0.025 -0.126
O 5.44210 -1.72173 3.03093 -0.024 0.247 0.119
O 3.90717 -0.63992 1.98277 0.033 -0.056 0.043
H 2.72725 1.07549 7.56731 0.007 -0.021 -0.023
H 4.68757 -0.43068 7.57124 0.006 -0.018 -0.042
H 5.50708 -1.39699 5.45957 -0.024 0.024 -0.160
H 2.39381 0.65089 3.33417 0.091 -0.022 0.007
H 1.57539 1.60584 5.44312 0.029 -0.008 -0.074
C -5.99910 0.99057 -2.79833 0.076 -0.072 0.035
C -7.35693 0.88576 -3.07524 0.101 0.067 0.108
C -8.27826 1.55657 -2.28459 -0.181 -0.086 -0.159
C -7.82510 2.32924 -1.22573 0.252 -0.166 -0.196
C -6.47326 2.43532 -0.93648 0.102 0.050 0.059
C -5.55716 1.75984 -1.73075 -0.028 0.125 0.070
N -8.79770 3.05925 -0.40200 -0.085 0.031 0.054
O -9.97783 2.93091 -0.66925 0.080 0.015 0.030
O -8.36881 3.75445 0.49988 -0.036 -0.055 -0.053
H -5.26693 0.47356 -3.41115 -0.456 0.259 0.360
H -7.69662 0.28314 -3.90837 -0.026 0.015 0.034
H -9.33382 1.47312 -2.50192 -0.001 0.120 0.141
H -6.12535 3.03589 -0.10715 -0.179 0.034 0.004
H -4.48305 1.82471 -1.53302 -0.663 0.017 -0.022
C -1.12739 2.74052 -6.89523 0.008 0.009 -0.003
C -1.58330 2.59621 -5.59191 0.021 -0.020 -0.151
C -2.53086 1.63144 -5.29133 -0.053 -0.003 0.302
C -3.00896 0.81602 -6.30470 0.311 0.316 -0.070
C -2.56742 0.95453 -7.60943 -0.020 -0.114 -0.272
C -1.62210 1.92352 -7.90332 0.020 0.063 0.144
N -3.99363 -0.22292 -5.98456 0.059 -0.029 -0.062
O -4.36696 -0.29886 -4.82614 0.306 -0.410 -0.496
O -4.37600 -0.94516 -6.88062 -0.014 0.067 0.092
H -0.38252 3.49193 -7.12639 -0.023 -0.019 0.005
H -1.19723 3.23491 -4.80835 -0.036 -0.038 0.010
H -2.88220 1.52426 -4.27288 -0.056 -0.103 -0.060
H -2.94619 0.31849 -8.39701 -0.075 -0.070 0.142
H -1.26672 2.03992 -8.91862 -0.030 -0.033 0.016
C 6.09463 8.33525 -0.03720 0.011 0.012 -0.005
C 5.81599 8.17747 1.31434 -0.008 -0.021 -0.153
C 4.86703 7.25441 1.72371 0.047 0.055 0.264
C 4.20939 6.49489 0.77048 0.250 0.272 -0.087
C 4.47242 6.64718 -0.57995 -0.047 -0.082 -0.269
C 5.42075 7.57407 -0.98317 0.044 0.056 0.142
N 3.21954 5.49725 1.20214 -0.026 0.014 -0.171
O 2.99763 5.39966 2.39101 0.060 -0.020 -0.077
O 2.67833 4.81802 0.34140 2.514 2.140 -0.528
H 6.84054 9.05346 -0.35422 -0.027 -0.014 0.008
H 6.34149 8.77287 2.04924 -0.036 -0.028 0.005
H 4.65357 7.13521 2.77666 -0.103 -0.123 -0.073
H 3.95262 6.05466 -1.31970 -0.063 -0.069 0.154
H 5.63777 7.70103 -2.03551 -0.032 -0.027 0.019
C 0.12285 -5.42033 -2.62840 -0.013 -0.037 0.021
C -0.48767 -5.31796 -3.87138 0.074 0.055 0.135
C -0.46740 -4.11373 -4.55780 -0.139 -0.116 -0.213
C 0.16994 -3.02420 -3.98950 -0.012 -0.314 0.182
C 0.77602 -3.11059 -2.74730 0.133 0.123 0.224
C 0.75036 -4.31670 -2.06557 -0.092 -0.063 -0.121
N 0.21531 -1.75357 -4.72487 -0.011 0.172 -0.088
O -0.33911 -1.70457 -5.80528 0.011 0.006 0.090
O 0.80985 -0.82392 -4.21151 -0.084 -0.056 0.015
H 0.11095 -6.36386 -2.09684 0.007 0.026 -0.013
H -0.97704 -6.17881 -4.30730 0.001 0.044 -0.014
H -0.94377 -4.03920 -5.52527 0.067 0.163 0.020
H 1.26919 -2.25536 -2.30622 -0.022 0.054 -0.165
H 1.22337 -4.39871 -1.09641 0.040 0.023 -0.042
C 5.26928 -4.86060 3.41179 -0.018 -0.041 0.032
C 5.47409 -4.52638 2.07969 0.005 -0.189 -0.006
C 5.13369 -5.42476 1.07967 0.053 0.136 -0.138
C 4.58636 -6.64861 1.42802 0.078 0.253 0.248
C 4.38417 -6.99666 2.75270 -0.102 -0.191 0.202
C 4.72923 -6.09560 3.74809 0.052 0.128 -0.106
N 4.20063 -7.59222 0.36943 -0.029 -0.120 -0.103
O 4.40729 -7.26436 -0.78329 -0.027 0.004 0.081
O 3.69263 -8.64422 0.70656 0.038 0.083 -0.009
H 5.53071 -4.15473 4.19012 0.004 -0.002 -0.043
H 5.89469 -3.56705 1.82131 -0.019 -0.044 -0.031
H 5.29437 -5.16024 0.04401 -0.064 -0.157 -0.014
H 3.96105 -7.95489 3.01933 -0.003 -0.006 -0.178
H 4.57339 -6.35433 4.78726 -0.011 -0.031 -0.038